Entry 1:
Here is a cluster of 4 separate species, C29H58N2O7S2Si in total at a distorted geometry from the Open Molecules 2025 dataset. Energies are from ωB97M-V with the def2-TZVPD basis set.

The geometry in XYZ format:
```
99
Properties=species:S:1:pos:R:3
C -3.490 1.029 -3.946
C -4.123 -0.300 -3.610
O -5.208 -0.353 -3.037
O -3.511 -1.451 -4.024
C -2.135 -1.612 -3.657
C -2.006 -2.489 -2.439
O -2.349 -1.711 -1.324
C -2.277 -2.371 -0.065
C -0.894 -2.970 0.253
N 0.145 -2.158 -0.337
C -0.795 -3.154 1.809
C 0.473 -2.625 2.480
C 0.381 -1.121 2.821
S 1.967 -0.237 2.587
C 1.859 0.708 1.063
S 2.666 0.156 -0.233
N 1.153 1.917 0.998
C 2.027 3.093 0.887
C 1.139 4.239 0.441
O 0.274 4.579 1.502
C -0.548 3.482 1.830
C 0.228 2.195 2.115
Si -3.757 -3.570 0.210
C -3.993 -4.040 2.020
C -3.623 -5.152 -0.815
C -5.287 -2.627 -0.328
H -4.039 1.463 -4.773
H -2.439 0.960 -4.206
H -3.572 1.656 -3.067
H -1.646 -0.662 -3.460
H -1.634 -2.083 -4.501
H -0.977 -2.851 -2.406
H -2.670 -3.346 -2.584
H -2.433 -1.577 0.672
H -0.808 -3.975 -0.161
H 1.057 -2.578 -0.299
H 0.163 -1.210 -0.001
H -0.877 -4.210 2.064
H -1.638 -2.681 2.315
H 0.559 -3.148 3.433
H 1.387 -2.843 1.938
H -0.404 -0.670 2.225
H 0.156 -1.009 3.876
H 2.876 2.932 0.232
H 2.416 3.364 1.875
H 1.707 5.102 0.113
H 0.553 3.875 -0.409
H -1.072 3.756 2.742
H -1.307 3.299 1.064
H -0.474 1.374 2.197
H 0.762 2.299 3.061
H -4.093 -3.140 2.624
H -3.201 -4.672 2.410
H -4.931 -4.592 2.083
H -4.401 -5.105 -1.578
H -3.827 -6.047 -0.233
H -2.685 -5.267 -1.352
H -5.061 -2.139 -1.277
H -6.122 -3.297 -0.515
H -5.551 -1.848 0.383
C 6.386 2.199 4.490
C 6.362 0.751 4.970
C 5.194 0.182 4.176
O 5.155 0.903 2.940
C 6.015 2.041 3.022
H 7.345 2.695 4.632
H 5.621 2.779 5.012
H 7.290 0.247 4.689
H 6.231 0.646 6.046
H 4.244 0.343 4.698
H 5.298 -0.883 3.968
H 6.903 1.852 2.408
H 5.495 2.912 2.619
C -7.022 4.727 -1.986
C -7.014 3.316 -1.401
C -6.355 2.521 -2.519
O -5.448 3.421 -3.175
C -5.695 4.758 -2.736
H -7.102 5.515 -1.238
H -7.852 4.837 -2.687
H -6.394 3.290 -0.502
H -8.003 2.940 -1.143
H -7.096 2.182 -3.251
H -5.807 1.656 -2.167
H -4.875 5.068 -2.077
H -5.711 5.422 -3.601
C 8.151 -0.912 -2.400
C 7.431 -0.217 -1.246
C 5.991 -0.212 -1.740
O 5.839 -1.381 -2.551
C 7.120 -1.950 -2.824
H 9.105 -1.355 -2.121
H 8.328 -0.203 -3.212
H 7.515 -0.817 -0.337
H 7.806 0.782 -1.031
H 5.787 0.669 -2.359
H 5.266 -0.240 -0.928
H 7.224 -2.871 -2.240
H 7.181 -2.203 -3.883
```

As for the structure (SMILES): CC(=O)OCCO[C@H]([C@@H](N)CCCSC(=S)N1CCOCC1)[Si](C)(C)C.C1CCOC1.C1CCOC1.C1CCOC1. The total energy is -2861.74993 hartree. For the maximum force, the calculation gives 0.0447 Eh/bohr. The HOMO-LUMO gap comes out at 7.98 eV.

---

Entry 2:
Here is a structure of composition C29H59Cl2Mn2N2O17 at a distorted geometry from the Open Molecules 2025 dataset. Energies are from ωB97M-V with the def2-TZVPD basis set.

The geometry in XYZ format:
```
111
Properties=species:S:1:pos:R:3
Mn 2.743 -0.267 -2.178
Mn -5.146 0.382 1.116
C 3.331 0.316 2.871
C 3.675 0.997 1.532
N 4.851 1.874 1.737
C 5.584 2.416 0.697
C 6.579 3.183 1.173
N 6.400 3.190 2.548
C 5.353 2.421 2.853
C 6.920 4.160 3.510
H 2.477 -0.333 2.696
H 3.005 1.069 3.590
H 4.204 -0.151 3.320
H 2.848 1.567 1.118
H 3.991 0.227 0.828
H 5.363 2.163 -0.326
H 7.384 3.737 0.723
H 4.970 2.326 3.855
H 6.759 5.177 3.154
H 7.999 4.001 3.548
H 6.580 4.122 4.542
C -1.588 0.338 -1.524
C -0.218 -0.020 -1.580
C 0.592 -0.201 -0.234
O 1.852 -0.262 -0.378
C -0.121 -0.237 0.957
C -1.511 0.052 0.950
C -2.253 0.345 -0.315
O -3.521 0.498 -0.354
O -2.090 -0.049 2.045
O 0.545 -0.079 -2.554
H -1.989 0.561 -2.503
H 0.393 -0.646 1.818
C -2.997 -0.063 -5.004
C -3.621 -1.017 -6.081
C -2.493 -1.984 -6.394
O -1.277 -1.279 -6.113
C -1.511 -0.445 -4.991
H -3.452 -0.120 -4.016
H -3.116 0.946 -5.396
H -3.827 -0.398 -6.952
H -4.567 -1.476 -5.801
H -2.347 -2.213 -7.449
H -2.560 -2.917 -5.824
H -0.833 0.403 -5.096
H -1.248 -0.971 -4.065
C 1.959 -4.081 2.473
C 1.491 -3.499 1.181
O 0.071 -3.330 1.169
O 1.830 -3.081 3.494
H 3.008 -4.384 2.438
H 1.479 -5.054 2.622
H 1.729 -4.245 0.403
H 2.022 -2.593 0.875
H -0.013 -2.367 1.207
H 0.889 -2.845 3.575
C -5.384 3.428 1.402
C -5.127 3.055 2.848
O -4.436 1.764 2.795
O -5.926 2.294 0.666
H -4.462 3.662 0.874
H -6.103 4.247 1.438
H -5.976 2.970 3.522
H -4.398 3.773 3.222
H -3.596 1.901 3.267
H -6.353 2.635 -0.133
C -2.598 -3.217 -2.017
C -1.428 -3.981 -2.575
O -0.214 -3.766 -1.819
O -3.004 -3.876 -0.815
H -3.418 -3.407 -2.722
H -2.464 -2.138 -1.943
H -1.240 -3.678 -3.606
H -1.720 -5.031 -2.617
H -0.507 -3.871 -0.895
H -3.950 -3.852 -0.668
C 3.047 -1.959 -4.469
C 1.972 -2.676 -3.662
O 2.215 -2.409 -2.275
O 2.984 -0.527 -4.253
H 2.964 -2.189 -5.532
H 4.030 -2.374 -4.224
H 1.909 -3.741 -3.886
H 0.980 -2.283 -3.910
H 1.488 -2.792 -1.748
H 3.512 -0.076 -4.925
C -0.765 -2.938 6.125
C -1.465 -2.457 4.865
O -0.662 -1.592 4.074
O -0.525 -1.841 7.020
H 0.151 -3.498 5.944
H -1.500 -3.539 6.657
H -2.335 -1.896 5.218
H -1.867 -3.328 4.337
H -1.216 -0.961 3.593
H 0.305 -1.427 6.764
C -1.024 3.578 -2.017
C -0.802 5.010 -2.503
O 0.566 5.359 -2.646
O -2.440 3.336 -2.076
H -0.770 3.490 -0.954
H -0.541 2.779 -2.588
H -1.249 5.620 -1.718
H -1.303 5.157 -3.460
H 0.777 5.211 -3.572
H -2.618 2.456 -1.737
C 0.033 2.622 4.331
Cl -1.728 2.895 4.356
Cl 0.937 4.172 4.324
H 0.232 2.087 5.257
H 0.437 1.956 3.575
```

The total energy is -5750.40648 hartree. The expectation value of S² is 30.008. For the maximum force, the calculation gives 0.0569 Eh/bohr. Its charge is +3. Its spin multiplicity is 11. The HOMO-LUMO gap (spin up / spin down) comes out at 6.12 / 6.13 eV.